Record 1
The following is a quantum chemistry calculation of a structure of composition C2H18CdO14 in a non-equilibrium geometry, from the OMol25 dataset.

Each line ends with the Löwdin charge.
Cartesian coordinates (Å):
Cd -5.572 24.452 -9.435  1.49
C -6.164 24.488 -11.952  -0.72
O -6.855 25.179 -11.136  -0.08
O -6.572 24.358 -13.228  0.12
O -5.122 23.896 -11.538  -0.13
H -7.113 25.088 -13.450  0.11
C -3.839 26.357 -9.675  -0.80
O -4.959 26.508 -9.214  -0.07
O -2.969 27.410 -9.846  0.10
O -3.472 25.175 -9.962  -0.10
H -2.242 27.040 -10.368  0.11
O -7.090 22.754 -9.331  -0.10
H -6.947 21.960 -9.853  0.07
H -7.858 23.145 -9.794  0.01
O -7.389 25.268 -8.201  -0.09
H -7.902 24.600 -7.707  0.07
H -7.617 26.050 -7.693  0.07
O -4.302 22.185 -9.370  -0.05
H -3.920 21.799 -10.124  -0.02
H -4.715 21.464 -8.940  0.03
O -6.175 21.604 -13.668  -0.04
H -6.329 21.460 -14.618  0.04
H -6.470 22.475 -13.453  -0.03
O -2.917 21.877 -11.781  -0.02
H -3.094 21.193 -12.391  0.03
H -3.650 22.476 -11.953  0.00
O -8.601 22.734 -15.126  -0.05
H -7.691 22.517 -15.310  0.00
H -8.814 23.629 -15.451  0.05
O -3.241 24.520 -13.296  -0.12
H -3.836 24.482 -12.465  0.01
H -2.330 24.569 -12.923  0.05
O -9.405 23.952 -10.433  -0.03
H -9.599 23.344 -11.181  0.09
H -9.027 24.730 -10.756  0.00

Its energy relative to the best compared isomer or geometry (same formula, charge and spin) is 0.000 eV. The value obtained for the total energy is -1308.1908 a.u. For the HOMO energy, the calculation gives -9.3 eV. As for the gap between HOMO and LUMO: 9.1 eV. The molar mass comes out at 378.6 Da.

***

Record 2
The following is a quantum chemistry calculation of a cluster of 2 separate species, C12H15NO in total in a non-equilibrium geometry, from the OMol25 dataset.

Each line ends with the Löwdin charge.
Cartesian coordinates (Å):
C 2.657 -0.757 -0.393  -0.05
C 2.051 0.437 0.351  -0.31
C 2.847 1.735 0.271  -0.04
C 0.865 0.469 0.845  -0.02
C -0.337 0.443 1.337  -0.05
C -1.537 0.712 0.512  -0.19
C -2.844 0.491 1.030  -0.06
C -3.980 0.740 0.288  -0.12
C -3.897 1.224 -1.016  -0.07
C -2.588 1.461 -1.565  -0.08
C -1.494 1.136 -0.836  -0.06
H 3.649 -0.550 -0.960  0.12
H 2.035 -0.940 -1.270  0.09
H 2.797 -1.550 0.216  0.02
H 2.139 2.486 0.582  0.08
H 2.984 1.778 -0.768  0.06
H 3.850 1.635 0.615  0.07
H -0.546 0.023 2.252  0.09
H -3.115 0.137 2.030  0.11
H -4.909 0.399 0.715  0.10
H -4.791 1.559 -1.562  0.10
H -2.406 1.865 -2.590  0.12
H -0.553 1.264 -1.247  0.09
C -1.851 -2.981 0.155  -0.03
N -0.875 -2.502 0.756  -0.07
O 0.415 -2.987 0.397  -0.08
H -1.716 -3.710 -0.610  0.07
H -2.813 -2.531 0.329  0.07
H 1.031 -2.201 0.508  0.06

Its energy relative to the best compared isomer or geometry (same formula, charge and spin) is 5.642 eV. The value obtained for the total energy is -596.0803 a.u. For the HOMO energy, the calculation gives -8.3 eV. As for the gap between HOMO and LUMO: 9.0 eV. The molar mass comes out at 189.3 Da. The SMILES is CC(C)=C=Cc1ccccc1.C=NO.

***

Record 3
The following is a quantum chemistry calculation of a structure of composition C17H42Br4CaFN6O14S2 in a non-equilibrium geometry, from the OMol25 dataset.

Each line ends with the Löwdin charge.
Cartesian coordinates (Å):
C 1.567 -2.136 -1.818  -0.07
O 1.119 -1.061 -2.636  -0.13
C 2.003 -0.041 -2.802  -0.15
N 1.904 1.057 -1.747  -0.02
C 2.030 2.471 -2.199  -0.09
C 1.018 3.319 -1.392  -0.11
C -0.077 2.294 -0.822  -0.22
C -1.183 2.398 -1.879  -0.12
C -2.193 1.254 -1.858  -0.63
N -2.989 1.246 -0.614  0.05
N -1.565 -0.030 -2.201  0.12
N -3.169 1.491 -2.977  0.06
C 0.816 1.046 -0.734  -0.07
H 1.151 -2.041 -0.811  0.09
H 2.659 -2.184 -1.727  0.07
H 1.222 -3.083 -2.229  0.10
H 1.824 0.421 -3.776  0.14
H 3.045 -0.383 -2.813  0.14
H 2.752 0.940 -1.178  0.09
H 2.021 2.600 -3.280  0.13
H 3.023 2.820 -1.903  0.12
H 0.558 3.953 -2.151  0.10
H 1.489 3.921 -0.616  0.09
H -0.241 2.699 0.170  0.08
H -0.796 2.530 -2.894  0.11
H -1.744 3.314 -1.655  0.12
H -3.926 1.013 -0.926  0.02
H -2.727 0.456 -0.001  0.00
H -1.361 -0.522 -1.339  0.05
H -2.224 -0.614 -2.693  0.04
H -3.423 2.475 -2.914  0.06
H -2.608 1.416 -3.824  0.07
H 1.375 1.216 0.196  0.13
H 0.292 0.122 -0.520  0.12
C -5.999 -2.170 -2.838  0.05
N -4.607 -1.672 -2.709  -0.46
O -3.785 -2.126 -3.460  0.13
O -4.394 -0.822 -1.805  -0.15
H -6.036 -2.909 -3.631  0.12
H -6.285 -2.612 -1.884  0.03
H -6.634 -1.319 -3.070  0.12
C -0.427 4.692 3.325  -1.62
Br 0.399 2.957 3.340  0.60
Br 0.548 5.967 4.400  0.54
Br -0.689 5.330 1.532  0.61
H -1.405 4.583 3.770  -0.03
C 6.137 -0.743 -0.264  -0.39
S 4.476 -0.637 0.375  0.84
O 4.034 0.798 0.182  -0.57
C 4.857 -0.819 2.118  -0.28
H 6.113 -0.599 -1.374  -0.16
H 6.752 0.038 0.178  0.04
H 6.544 -1.729 -0.035  0.06
H 5.547 -0.034 2.426  0.07
H 5.297 -1.797 2.283  0.02
H 3.931 -0.736 2.685  0.05
C 5.217 -3.686 6.115  0.05
N 5.398 -3.013 4.799  -0.44
O 5.678 -3.709 3.846  0.08
O 5.251 -1.810 4.776  0.06
H 5.378 -4.749 5.982  0.09
H 5.946 -3.262 6.799  0.10
H 4.204 -3.482 6.448  0.10
C -6.677 -1.145 2.335  -0.10
C -5.347 -1.828 2.157  -0.16
O -5.664 -3.228 1.979  -0.23
S -7.104 -3.356 1.231  0.64
O -6.854 -3.560 -0.171  -0.29
O -7.920 -4.206 1.997  -0.16
O -7.567 -1.847 1.429  -0.17
H -7.054 -1.269 3.349  0.15
H -6.635 -0.087 2.089  0.16
H -4.681 -1.686 3.003  0.16
H -4.852 -1.474 1.255  0.06
C -1.899 -3.897 -2.367  -0.99
O -1.939 -3.495 -3.557  -0.07
O -1.661 -3.062 -1.353  -0.24
O -2.153 -5.111 -2.014  -0.17
Ca -4.326 -2.755 -0.362  1.56
Br 7.555 0.276 -2.787  -0.52
F -2.209 0.741 1.628  -0.72
C 4.154 4.353 0.754  -0.15
O 3.243 5.077 1.586  -0.16
H 4.051 4.729 -0.262  0.07
H 5.183 4.505 1.087  0.08
H 3.926 3.284 0.765  0.06
H 3.339 4.740 2.480  0.05

The value obtained for the total energy is -13924.3622 a.u. For the HOMO energy, the calculation gives -3.9 eV. As for the gap between HOMO and LUMO: 4.4 eV. The molar mass comes out at 997.4 Da. Its total charge is -1.

***

Record 4
The following is a quantum chemistry calculation of a structure of composition C19H41BIrN6Si4 in a non-equilibrium geometry, from the OMol25 dataset.

Each line ends with the Mulliken spin population.
Cartesian coordinates (Å):
H -1.061 3.141 -0.775  0.00
N -0.218 1.791 -2.256  0.12
B 0.590 0.884 -4.497  -0.04
N 0.386 1.996 -3.508  0.01
C 0.445 3.329 -3.717  0.05
Ir -0.485 0.002 -1.400  2.40
H 0.749 3.726 -4.671  0.00
C 0.008 3.988 -2.588  0.02
H 0.018 5.046 -2.418  0.00
C -0.488 3.010 -1.715  -0.01
H 1.151 1.227 -5.507  0.00
C -2.391 -2.836 -0.325  0.07
H -2.884 -2.839 0.673  0.00
H -1.440 -3.438 -0.306  -0.01
H -3.119 -3.333 -1.013  0.01
N -0.842 0.298 -4.709  0.00
N 1.326 -0.236 -3.774  -0.01
N -1.371 -0.140 -3.505  0.12
N 0.990 -0.736 -2.517  0.23
C -1.740 0.104 -5.722  0.01
C 2.299 -1.004 -4.304  0.06
H -1.529 0.410 -6.749  0.00
H 2.631 -0.871 -5.295  0.00
C -2.867 -0.495 -5.164  0.00
C 2.682 -1.942 -3.349  0.02
C -2.612 -0.615 -3.796  -0.02
C 1.828 -1.780 -2.241  -0.02
H -3.739 -0.783 -5.697  0.00
H 3.453 -2.635 -3.485  0.00
H -3.227 -0.983 -2.988  0.00
H 1.786 -2.395 -1.363  -0.02
H -2.103 -1.799 -0.704  0.04
C -3.264 -0.374 2.273  0.11
Si -1.494 -0.654 2.914  0.29
C -1.374 0.167 4.610  0.01
C -1.438 -2.498 3.249  0.07
Si -0.105 -0.015 0.867  0.60
Si 0.533 1.962 2.103  0.23
C 1.165 2.145 3.870  0.01
C 1.840 2.698 1.014  0.10
C -1.089 2.886 1.931  0.08
Si 1.752 -1.293 1.719  0.25
C 2.082 -1.318 3.554  0.03
C 1.479 -3.076 1.207  0.07
C 3.281 -0.677 0.833  0.07
H -3.985 -0.621 3.079  0.02
H -3.446 -1.020 1.386  0.00
H -3.395 0.679 1.976  0.00
H -2.077 -0.224 5.375  0.01
H -0.372 0.050 5.044  0.00
H -1.564 1.249 4.542  0.00
H -1.500 -3.068 2.309  -0.01
H -0.532 -2.810 3.779  0.00
H -2.296 -2.792 3.876  0.01
H 2.101 1.598 4.030  0.00
H 1.379 3.215 4.045  0.01
H 0.477 1.841 4.664  0.00
H 1.681 2.433 -0.037  -0.02
H 1.789 3.796 1.103  0.02
H 2.836 2.343 1.310  0.00
H -1.542 2.729 0.941  0.01
H -1.822 2.563 2.685  0.00
H -0.855 3.959 2.054  0.01
H 1.225 -1.688 4.128  0.00
H 2.939 -1.973 3.791  0.01
H 2.324 -0.325 3.937  -0.01
H 1.176 -3.135 0.154  0.00
H 2.406 -3.665 1.334  0.01
H 0.683 -3.529 1.814  0.00
H 3.065 -0.553 -0.237  -0.01
H 3.590 0.296 1.235  0.00
H 4.119 -1.390 0.928  0.01

As for the expectation value of S²: 8.7696. The value obtained for the total energy is -2363.6476 a.u. For the HOMO energy (spin up / spin down), the calculation gives -14.0 / -14.3 eV. As for the spin multiplicity: 6. As for the gap between HOMO and LUMO (spin up / spin down): 8.6 / 4.9 eV. The molar mass comes out at 669.0 Da. Its total charge is +2.